Record 1
{
  "formula": "C5H8O",
  "method": "ωB97M-V with the def2-TZVPD basis set",
  "elements": ["C", "C", "C", "C", "C", "O", "H", "H", "H", "H", "H", "H", "H", "H"],
  "positions_angstrom": [[-0.8421, -1.1467, -0.0701], [-0.2268, -0.0091, -0.3862], [-0.6624, 0.8266, -1.5583], [0.9453, 0.4290, 0.4811], [0.8867, -0.3625, 1.7760], [0.2932, 0.0125, 2.7566], [-0.3702, -1.8406, 0.6076], [-1.8104, -1.4436, -0.4474], [-0.9601, 1.8477, -1.3010], [-1.4988, 0.3366, -2.0661], [0.1533, 0.9011, -2.2890], [0.8133, 1.4766, 0.7636], [1.9175, 0.3359, -0.0219], [1.3616, -1.3636, 1.7549]],
  "lowdin_charge": [0.05, -0.35, -0.06, -0.12, -0.30, 0.06, 0.05, 0.07, 0.08, 0.08, 0.08, 0.12, 0.12, 0.12],
  "energy_ha": -270.509266,
  "total_charge": 0,
  "orbital_gap_ev": 10.592,
  "homo_energy_ev": -9.594
}

Record 2
{
  "formula": "C5H8O",
  "method": "ωB97M-V with the def2-TZVPD basis set",
  "elements": ["C", "C", "C", "O", "C", "C", "H", "H", "H", "H", "H", "H", "H", "H"],
  "positions_angstrom": [[-1.6173, 1.1933, 0.3925], [1.0768, -1.1596, -1.5416], [0.5805, -0.6939, -0.3350], [-0.3477, -1.4472, 0.2977], [0.8508, 0.5598, 0.2031], [-0.2127, 1.2608, 1.0004], [0.0460, 2.2701, 1.3399], [-2.0927, 0.2145, 0.6313], [-1.4166, 1.3168, -0.6895], [1.6259, -0.3624, -2.0704], [0.7407, -2.1018, -1.9563], [-2.2029, 2.0956, 0.8464], [1.7633, 0.9436, -0.2892], [0.2499, 0.2389, 1.4902]],
  "lowdin_charge": [-0.08, 0.14, -0.57, -0.18, -0.02, -0.16, 0.12, 0.09, 0.09, 0.06, 0.08, 0.11, 0.14, 0.19],
  "energy_ha": -270.346285,
  "total_charge": 0,
  "orbital_gap_ev": 6.088,
  "homo_energy_ev": -7.790
}

Record 3
{
  "formula": "C5H8O",
  "method": "ωB97M-V with the def2-TZVPD basis set",
  "elements": ["C", "C", "C", "C", "C", "O", "H", "H", "H", "H", "H", "H", "H", "H"],
  "positions_angstrom": [[0.7565, 1.4278, 1.0286], [0.0017, 0.4043, 0.2387], [-0.2156, -1.0906, 0.5014], [-0.4963, -1.2785, -1.0287], [-0.2399, 0.2160, -1.1938], [-1.2061, 0.8658, -0.3759], [1.6532, 0.9980, 1.4830], [0.1318, 1.8360, 1.8330], [1.0493, 2.2637, 0.3862], [0.6768, -1.6492, 0.8060], [-1.0209, -1.2423, 1.2192], [0.2479, -1.9081, -1.5268], [-1.4997, -1.5990, -1.3271], [0.1614, 0.7560, -2.0439]],
  "lowdin_charge": [0.00, -0.45, -0.08, -0.09, -0.22, 0.01, 0.08, 0.09, 0.09, 0.11, 0.11, 0.11, 0.11, 0.14],
  "energy_ha": -270.484987,
  "total_charge": 0,
  "orbital_gap_ev": 10.737,
  "homo_energy_ev": -9.625
}

Record 4
{
  "formula": "C5H8O",
  "method": "ωB97M-V with the def2-TZVPD basis set",
  "elements": ["C", "C", "C", "C", "C", "O", "H", "H", "H", "H", "H", "H", "H", "H"],
  "positions_angstrom": [[1.8841, -0.7513, -0.1774], [-2.0703, -0.7370, -0.1739], [0.5466, -0.1949, 0.0696], [0.3523, 1.6321, 0.3430], [-0.6970, -0.3150, 0.0707], [0.7684, 2.4017, -0.5253], [0.6254, 1.6976, 1.4093], [-0.8412, 1.4590, 0.4618], [2.4519, -0.8022, 0.7546], [1.8441, -1.7444, -0.6247], [2.4117, -0.0771, -0.8557], [-2.6773, -0.6951, 0.7316], [-2.0680, -1.7668, -0.5451], [-2.5306, -0.1066, -0.9383]],
  "lowdin_charge": [-0.05, -0.06, -0.16, -0.39, -0.04, -0.07, 0.13, 0.11, 0.09, 0.08, 0.09, 0.08, 0.10, 0.09],
  "energy_ha": -270.384393,
  "total_charge": 0,
  "orbital_gap_ev": 8.718,
  "homo_energy_ev": -8.362
}

Record 5
{
  "formula": "C5H8O",
  "method": "ωB97M-V with the def2-TZVPD basis set",
  "elements": ["O", "C", "C", "C", "C", "C", "H", "H", "H", "H", "H", "H", "H", "H"],
  "positions_angstrom": [[-0.9309, -1.9520, 0.6136], [0.1450, -1.6039, 0.1904], [0.3262, -0.7842, -1.0574], [0.4870, 0.5813, -0.3974], [-0.6896, 1.4286, -0.0472], [-0.0849, 0.6104, 1.0291], [1.0881, -1.7142, 0.7768], [-0.5645, -0.9057, -1.6787], [1.2280, -1.0959, -1.5913], [1.4272, 1.1150, -0.5720], [-1.6501, 1.0781, -0.4162], [-0.5446, 2.4928, 0.0341], [-0.7555, -0.1878, 1.3246], [0.5739, 1.0071, 1.7843]],
  "lowdin_charge": [0.02, -0.32, -0.12, -0.26, -0.12, -0.14, 0.14, 0.12, 0.12, 0.14, 0.11, 0.10, 0.08, 0.11],
  "energy_ha": -270.479454,
  "total_charge": 0,
  "orbital_gap_ev": 10.766,
  "homo_energy_ev": -9.638
}

Record 6
{
  "formula": "C5H8O",
  "method": "ωB97M-V with the def2-TZVPD basis set",
  "elements": ["C", "C", "C", "C", "C", "O", "H", "H", "H", "H", "H", "H", "H", "H"],
  "positions_angstrom": [[-0.4427, 0.8876, -0.9477], [-1.0409, -0.3470, -0.2631], [0.1993, -1.2376, -0.0394], [1.0514, -0.1824, 0.7116], [0.1122, 1.0156, 0.4837], [-1.1354, 0.4343, 0.9590], [0.2243, 0.7581, -1.8067], [-1.2045, 1.6472, -1.1346], [-1.9828, -0.8133, -0.5560], [-0.0044, -2.1423, 0.5379], [0.6486, -1.5280, -0.9958], [1.0702, -0.3877, 1.7861], [2.0793, -0.0738, 0.3545], [0.3700, 1.9793, 0.9275]],
  "lowdin_charge": [-0.06, -0.29, -0.13, -0.12, -0.28, -0.08, 0.11, 0.11, 0.14, 0.11, 0.11, 0.11, 0.11, 0.14],
  "energy_ha": -270.501325,
  "total_charge": 0,
  "orbital_gap_ev": 10.833,
  "homo_energy_ev": -9.699
}

Record 7
{
  "formula": "C5H8O",
  "method": "ωB97M-V with the def2-TZVPD basis set",
  "elements": ["C", "C", "C", "C", "O", "C", "H", "H", "H", "H", "H", "H", "H", "H"],
  "positions_angstrom": [[1.4319, -0.2758, 0.6207], [0.6585, 0.7024, -0.2497], [-0.6340, 0.2119, -1.0246], [-1.1687, -0.8803, -0.1239], [-1.2520, 0.0556, 0.9810], [-0.7145, 1.1009, 0.1639], [1.2312, -0.1636, 1.6927], [2.5085, -0.2668, 0.4334], [1.0522, -1.2810, 0.3854], [1.2342, 1.3999, -0.8566], [-0.7902, 0.3554, -2.0914], [-0.3774, -1.6373, 0.0373], [-2.0977, -1.4311, -0.2869], [-1.0819, 2.1097, 0.3187]],
  "lowdin_charge": [-0.06, -0.20, -0.11, -0.15, -0.07, -0.24, 0.09, 0.08, 0.05, 0.13, 0.13, 0.09, 0.12, 0.15],
  "energy_ha": -270.452819,
  "total_charge": 0,
  "orbital_gap_ev": 10.596,
  "homo_energy_ev": -9.457
}

Record 8
{
  "formula": "C5H8O",
  "method": "ωB97M-V with the def2-TZVPD basis set",
  "elements": ["O", "C", "C", "C", "C", "C", "H", "H", "H", "H", "H", "H", "H", "H"],
  "positions_angstrom": [[2.4767, -0.5333, -1.1375], [2.2129, 0.4959, -0.7231], [0.0684, -0.5037, 1.2581], [-0.4156, -1.5297, 0.2601], [-1.1973, -0.3547, -0.3906], [-0.5823, 0.5119, 0.6851], [0.9636, 2.6693, -0.8042], [0.6530, -0.5917, 2.1671], [0.3411, -1.9783, -0.3905], [-1.0458, -2.3271, 0.6641], [-0.9294, -0.1380, -1.4277], [-2.2816, -0.4693, -0.3185], [0.4307, 3.1879, -0.7847], [-0.6944, 1.5607, 0.9421]],
  "lowdin_charge": [0.04, 0.01, -0.13, -0.19, -0.18, -0.14, -0.02, 0.10, 0.09, 0.10, 0.10, 0.10, 0.04, 0.08],
  "energy_ha": -270.446669,
  "total_charge": 0,
  "orbital_gap_ev": 10.649,
  "homo_energy_ev": -9.471
}

Record 9
{
  "formula": "C5H8O",
  "method": "ωB97M-V with the def2-TZVPD basis set",
  "elements": ["C", "C", "O", "C", "C", "C", "H", "H", "H", "H", "H", "H", "H", "H"],
  "positions_angstrom": [[0.5746, 1.2924, -0.5570], [-1.0494, 0.0933, -0.7208], [-0.7575, -1.1061, -1.0526], [-0.2231, -1.7951, 0.0398], [0.2966, -0.8114, 1.0439], [-0.4637, 0.4341, 0.5496], [1.0473, 0.7989, -1.4368], [1.3625, 1.4241, 0.1719], [0.1595, 2.2560, -0.8845], [-1.7251, 0.6800, -1.3098], [0.2299, -2.7322, -0.2223], [0.0531, -1.1182, 2.0703], [1.3942, -0.5732, 1.0562], [-0.8989, 1.1574, 1.2520]],
  "lowdin_charge": [-0.02, -0.25, -0.02, -0.14, -0.20, -0.17, 0.11, 0.06, 0.08, 0.14, 0.07, 0.10, 0.10, 0.14],
  "energy_ha": -270.361101,
  "total_charge": 0,
  "orbital_gap_ev": [7.131, 6.568],
  "homo_energy_ev": [-6.160, -5.575]
}

Record 10
{
  "formula": "C5H8O",
  "method": "ωB97M-V with the def2-TZVPD basis set",
  "elements": ["C", "C", "O", "C", "C", "C", "H", "H", "H", "H", "H", "H", "H", "H"],
  "positions_angstrom": [[2.5972, -0.3339, 0.7015], [1.4521, -0.9939, 0.6038], [0.2536, -0.3576, 0.7595], [-0.7823, -0.8341, -0.0078], [-1.6377, -0.0062, -0.5955], [-1.5384, 1.4889, -0.5351], [3.5426, -0.8557, 0.6175], [2.6022, 0.7390, 0.8660], [1.3866, -2.0672, 0.4164], [-0.8524, -1.9208, -0.0715], [-2.4584, -0.4519, -1.1521], [-1.4833, 1.9186, -1.5421], [-0.6484, 1.7930, 0.0209], [-2.4158, 1.9241, -0.0430]],
  "lowdin_charge": [0.03, -0.23, -0.08, -0.17, -0.14, -0.09, 0.05, 0.06, 0.12, 0.12, 0.10, 0.07, 0.07, 0.07],
  "energy_ha": -270.493485,
  "total_charge": 0,
  "orbital_gap_ev": 9.906,
  "homo_energy_ev": -8.724
}

Which energy above the lowest of the compared OMol25 structures with the same formula, charge and spin belongs to each record? In order, 1.323 5.758 1.984 4.721 2.134 1.539 2.859 3.027 5.355 1.753 eV.